# 1
The following is a DFT calculation (the ωB97M-V functional and the def2-TZVPD basis) of one molecule with the formula C7H9NO.

Positions of all 18 atoms, in Å:
1 C 0.401 -1.628 -1.423
2 C -1.698 -0.798 0.139
3 C -0.757 -1.030 1.250
4 C 1.448 -0.510 0.360
5 C 0.093 0.078 0.762
6 C -0.892 0.427 -0.245
7 C -0.895 1.703 -0.981
8 N 1.391 -1.384 -0.684
9 O -2.657 -1.376 -0.297
10 H 0.176 -2.173 -2.263
11 H -1.106 -0.756 2.196
12 H -0.344 -1.999 1.308
13 H 2.203 0.230 -0.071
14 H 1.977 -1.029 1.138
15 H 0.494 0.872 1.407
16 H -0.470 1.521 -1.969
17 H -0.090 2.248 -0.556
18 H -1.800 2.423 -0.931

E_tot: -10937.158 eV
Lowest unoccupied orbital energy (spin up / spin down): -0.46 / 0.08 eV
Energy relative to the best compared isomer or geometry (same formula, charge and spin): 5.656 eV

***

# 2
The following is a DFT calculation (the ωB97M-V functional and the def2-TZVPD basis) of C21H33F3KN6O4S4 as an isolated structure.

Positions of all 72 atoms, in Å:
1 K -1.426 0.358 -1.523
2 C -3.536 -2.256 1.344
3 C -2.630 -2.295 2.578
4 S -1.364 -1.006 2.492
5 C -0.245 -1.617 3.779
6 C 1.142 -0.985 3.654
7 S 1.963 -1.170 2.052
8 C 2.074 -2.974 1.929
9 C 2.101 -3.441 0.474
10 S 0.656 -3.034 -0.544
11 C -0.564 -3.995 0.386
12 C -1.947 -3.937 -0.249
13 S -2.734 -2.316 -0.279
14 H -4.104 -1.322 1.332
15 H -4.264 -3.070 1.433
16 H -2.138 -3.269 2.650
17 H -3.242 -2.168 3.474
18 H -0.182 -2.705 3.696
19 H -0.640 -1.393 4.773
20 H 1.782 -1.372 4.450
21 H 1.077 0.097 3.790
22 H 1.225 -3.416 2.446
23 H 2.979 -3.320 2.433
24 H 2.256 -4.524 0.462
25 H 2.953 -2.995 -0.048
26 H -0.602 -3.616 1.408
27 H -0.236 -5.041 0.415
28 H -2.619 -4.631 0.266
29 H -1.891 -4.213 -1.303
30 C -1.456 2.652 4.175
31 C -1.780 3.171 2.814
32 N -1.496 2.578 1.679
33 C -2.024 3.361 0.676
34 C -2.647 4.451 1.222
35 N -2.452 4.329 2.602
36 C -3.288 5.624 0.632
37 O -3.256 6.747 1.444
38 O -3.836 5.686 -0.425
39 C -1.826 2.911 -0.767
40 O -2.803 2.323 -1.282
41 O -0.669 3.054 -1.226
42 H -0.872 1.742 4.060
43 H -2.366 2.401 4.728
44 H -0.886 3.376 4.761
45 H -2.947 4.844 3.309
46 H -2.496 6.679 2.036
47 C 2.160 1.235 -1.312
48 N 3.324 1.813 -2.010
49 C 2.830 2.471 -3.230
50 N 2.128 1.542 -4.121
51 C 0.997 0.974 -3.377
52 N 1.441 0.270 -2.157
53 C 2.366 -0.795 -2.548
54 N 3.535 -0.266 -3.277
55 C 4.204 0.714 -2.413
56 C 3.037 0.447 -4.465
57 H 1.476 2.038 -1.030
58 H 2.506 0.725 -0.411
59 H 3.679 2.902 -3.767
60 H 2.145 3.271 -2.946
61 H 0.455 0.269 -4.011
62 H 0.334 1.785 -3.065
63 H 1.837 -1.516 -3.171
64 H 2.722 -1.298 -1.646
65 H 5.064 1.126 -2.946
66 H 4.562 0.203 -1.516
67 H 2.510 -0.263 -5.104
68 H 3.888 0.853 -5.016
69 F -2.269 -3.102 -4.059
70 C -1.482 -2.351 -3.188
71 F -0.251 -2.345 -3.883
72 F -1.944 -1.006 -3.537

E_tot: -107264.599 eV
Lowest unoccupied orbital energy: 1.90 eV
Net charge: -1
Energy relative to the best compared isomer or geometry (same formula, charge and spin): 1.925 eV

***

# 3
The following is a DFT calculation (the ωB97M-V functional and the def2-TZVPD basis) of one molecule with the formula CH6P2S.

Positions of all 10 atoms, in Å:
1 C 0.367 0.390 0.565
2 P 1.674 -0.605 -0.307
3 P -0.929 1.220 -0.509
4 S -2.519 -0.316 0.005
5 H 0.854 1.161 1.220
6 H -0.213 -0.336 1.188
7 H 1.922 -1.567 0.637
8 H 2.561 0.474 0.039
9 H -3.239 -0.995 -1.073
10 H -0.477 0.574 -1.765

E_tot: -30542.010 eV
Lowest unoccupied orbital energy (spin up / spin down): 0.68 / -2.94 eV
Expectation value of S²: 2.009
Energy relative to the best compared isomer or geometry (same formula, charge and spin): 1.093 eV
Multiplicity: 3

***

# 4
The following is a DFT calculation (the ωB97M-V functional and the def2-TZVPD basis) of a 2-piece molecular cluster, C33H55F3NO6 overall.

Positions of all 98 atoms, in Å:
1 C 5.378 -0.655 2.331
2 C 5.176 -1.567 1.038
3 C 5.178 -0.680 -0.287
4 C 3.653 -0.381 -0.619
5 C 3.483 0.754 -1.711
6 C 2.001 1.341 -1.541
7 C 2.002 2.882 -1.164
8 C 2.689 3.168 0.242
9 C 1.666 3.737 1.317
10 C 0.483 2.708 1.479
11 C -0.615 3.162 2.532
12 C -0.748 2.162 3.766
13 C -2.008 1.225 3.654
14 C -2.138 0.513 2.246
15 C -3.496 0.876 1.470
16 C -3.873 -0.423 0.688
17 N -5.051 -1.024 1.082
18 C -5.521 -2.183 0.521
19 O -6.706 -2.728 0.917
20 C -6.826 -2.790 2.371
21 C -5.552 -3.333 3.125
22 C -4.796 -2.878 -0.506
23 C -3.542 -2.256 -0.947
24 C -2.779 -3.055 -2.052
25 O -3.011 -2.837 -3.201
26 O -1.874 -4.051 -1.741
27 C -0.506 -3.647 -1.971
28 C 0.442 -4.269 -0.876
29 O 0.092 -3.664 0.393
30 C 0.792 -4.244 1.449
31 O 0.757 -5.440 1.579
32 C 1.596 -3.419 2.505
33 C 1.275 -1.874 2.502
34 C -3.046 -0.983 -0.374
35 C -1.745 -0.318 -0.864
36 F -1.674 1.022 -0.684
37 F -0.693 -0.938 -0.219
38 F -1.505 -0.521 -2.202
39 H 5.791 -1.226 3.198
40 H 4.361 -0.242 2.594
41 H 6.021 0.227 2.098
42 H 4.203 -2.110 1.153
43 H 5.988 -2.338 1.031
44 H 5.631 -1.272 -1.124
45 H 5.719 0.284 -0.096
46 H 3.162 -0.082 0.342
47 H 3.240 -1.353 -1.014
48 H 3.626 0.348 -2.742
49 H 4.168 1.620 -1.514
50 H 1.440 0.758 -0.754
51 H 1.482 1.175 -2.522
52 H 2.535 3.417 -1.990
53 H 0.933 3.216 -1.213
54 H 3.490 3.933 0.072
55 H 3.141 2.199 0.590
56 H 1.314 4.765 1.040
57 H 2.250 3.766 2.282
58 H -0.041 2.507 0.511
59 H 0.912 1.736 1.861
60 H -1.603 3.238 1.997
61 H -0.389 4.187 2.931
62 H 0.201 1.617 3.989
63 H -0.941 2.829 4.655
64 H -2.971 1.752 3.893
65 H -1.903 0.425 4.441
66 H -2.144 -0.598 2.447
67 H -1.231 0.695 1.621
68 H -4.274 1.079 2.244
69 H -3.310 1.725 0.772
70 H -5.613 -0.581 1.816
71 H -7.104 -1.751 2.717
72 H -7.711 -3.426 2.629
73 H -5.927 -4.059 3.900
74 H -4.837 -3.903 2.488
75 H -5.099 -2.489 3.697
76 H -5.186 -3.823 -0.943
77 H -0.168 -3.952 -3.000
78 H -0.335 -2.542 -1.917
79 H 0.315 -5.376 -0.895
80 H 1.482 -3.925 -1.118
81 H 1.274 -3.815 3.505
82 H 2.696 -3.594 2.414
83 H 0.203 -1.701 2.762
84 H 1.583 -1.402 1.534
85 H 1.892 -1.400 3.317
86 C 1.510 3.317 -6.434
87 C 0.051 3.354 -6.019
88 C 0.155 3.311 -4.504
89 O 1.386 3.957 -4.155
90 C 2.167 4.143 -5.344
91 H 1.692 3.710 -7.434
92 H 1.880 2.288 -6.398
93 H -0.401 4.299 -6.335
94 H -0.544 2.538 -6.428
95 H 0.201 2.278 -4.138
96 H -0.677 3.818 -4.011
97 H 2.152 5.210 -5.591
98 H 3.200 3.845 -5.154

E_tot: -57031.050 eV
Lowest unoccupied orbital energy: -4.47 eV
Net charge: +1
Energy relative to the best compared isomer or geometry (same formula, charge and spin): 0.000 eV

***

# 5
The following is a DFT calculation (the ωB97M-V functional and the def2-TZVPD basis) of a 2-piece molecular cluster, C4H8N2O overall.

Positions of all 15 atoms, in Å:
1 C -2.227 -1.084 -0.296
2 C -1.503 -0.361 0.736
3 O -1.063 -0.270 -0.605
4 H -1.913 0.561 1.146
5 H -3.173 -0.694 -0.650
6 H -2.097 -2.160 -0.405
7 H -0.815 -0.905 1.386
8 C 1.262 0.913 -0.115
9 C 1.427 1.493 -1.307
10 N 2.003 -0.228 0.174
11 N 1.881 -0.634 1.367
12 H 2.415 -1.510 1.457
13 H 0.746 1.400 0.702
14 H 2.083 1.043 -2.046
15 H 0.975 2.435 -1.543

SMILES: [H]/N=N/C=C.C1CO1
E_tot: -9301.529 eV
Lowest unoccupied orbital energy: 0.24 eV
Energy relative to the best compared isomer or geometry (same formula, charge and spin): 4.865 eV

***

# 6
The following is a DFT calculation (the ωB97M-V functional and the def2-TZVPD basis) of an isolated ion of composition C10H10NO and charge +1.

Positions of all 22 atoms, in Å:
1 C 1.068 2.994 0.240
2 C 1.969 2.508 -0.683
3 C 0.082 2.177 0.656
4 C 1.913 1.314 -1.244
5 C 0.055 0.833 0.267
6 C 0.921 0.408 -0.849
7 C -0.835 -0.135 0.851
8 C 0.857 -0.830 -1.378
9 C 0.826 -1.956 -1.953
10 C -2.366 -2.420 1.599
11 N -0.405 -1.378 0.784
12 O -0.973 -2.444 1.227
13 H 0.974 4.078 0.447
14 H 2.429 3.264 -1.189
15 H -0.571 2.728 1.288
16 H 2.380 1.101 -2.172
17 H -1.689 0.146 1.556
18 H 1.122 -2.791 -1.330
19 H 0.389 -2.114 -2.900
20 H -3.019 -2.315 0.680
21 H -2.513 -1.762 2.368
22 H -2.613 -3.406 1.735

E_tot: -14057.153 eV
Lowest unoccupied orbital energy (spin up / spin down): -5.77 / -5.77 eV
Net charge: +1
Energy relative to the best compared isomer or geometry (same formula, charge and spin): 4.233 eV

***

# 7
The following is a DFT calculation (the ωB97M-V functional and the def2-TZVPD basis) of one molecule with the formula C5H6N2O.

Positions of all 14 atoms, in Å:
1 C 1.430 0.835 0.189
2 C 0.297 -1.043 -0.193
3 C -1.796 -0.261 -0.039
4 C -1.160 0.912 -0.078
5 C 0.143 0.491 -0.559
6 H 1.324 0.963 1.410
7 H 2.162 1.807 0.024
8 H -1.418 -2.211 0.713
9 H -2.704 -0.336 0.501
10 H -1.477 1.934 0.075
11 H 0.454 0.392 -1.638
12 N 1.529 -1.541 0.091
13 N -1.122 -1.515 -0.242
14 O 2.339 -0.427 -0.254

SMILES: C1=C[C@H]2CON=C2N1
E_tot: -10304.081 eV
Lowest unoccupied orbital energy: 0.59 eV
Energy relative to the best compared isomer or geometry (same formula, charge and spin): 5.522 eV

***

# 8
The following is a DFT calculation (the ωB97M-V functional and the def2-TZVPD basis) of one molecule with the formula C3H5NO2S.

Positions of all 12 atoms, in Å:
1 C -0.679 0.473 -0.016
2 C -0.031 1.144 0.952
3 C -0.216 -0.878 -0.552
4 N -1.956 0.885 -0.578
5 O -4.359 0.056 -0.769
6 O -3.026 -0.861 1.054
7 S -3.157 0.053 -0.020
8 H 0.883 0.802 1.321
9 H -0.453 1.986 1.478
10 H -1.110 -1.190 -1.037
11 H -0.007 -1.594 0.333
12 H 0.624 -0.887 -1.214

SMILES: C=C(C)N=S(=O)=O
E_tot: -19609.378 eV
Lowest unoccupied orbital energy: -0.73 eV
Energy relative to the best compared isomer or geometry (same formula, charge and spin): 3.133 eV